# C25H41Cl3O2P2Sm

A structure of composition C25H41Cl3O2P2Sm at a distorted geometry (ωB97M-V with the def2-TZVPD basis set, OMol25).

Geometry as XYZ:
```
74
Properties=species:S:1:pos:R:3:forces:R:3
Sm 0.32323 -1.60949 1.20048 3.122 -1.610 -7.623
C 0.82548 -1.09769 3.40354 -1.687 -2.098 1.039
C -0.62844 -0.96473 3.26651 0.908 -2.423 1.387
C -0.04839 -3.20523 2.69566 0.212 1.836 4.056
C 1.20219 -2.47368 3.04444 -3.078 -0.212 3.190
C -1.16986 -2.26285 2.84941 1.952 0.153 2.107
C 1.75757 -0.04399 3.86726 0.225 0.182 0.190
H 1.35798 0.95398 3.68171 0.083 0.025 0.051
H 2.73932 -0.12455 3.39180 -0.041 0.064 0.102
H 1.89220 -0.15978 4.94902 0.155 0.180 -0.132
C 2.55613 -3.03329 2.98594 0.676 -0.230 -0.233
H 3.32261 -2.26283 3.02167 0.093 0.101 0.153
H 2.71152 -3.61090 2.06888 0.019 0.356 0.632
H 2.68716 -3.70722 3.83203 0.241 0.011 0.007
C -0.11997 -4.59780 2.23948 0.065 -0.643 -0.373
H -0.14047 -5.24658 3.11616 -0.102 -0.193 -0.085
H 0.75785 -4.86259 1.64486 -0.557 0.032 0.387
H -1.00356 -4.79564 1.63181 -0.124 -0.047 0.065
C -2.60133 -2.59019 2.65589 -0.313 -0.105 0.053
H -2.98068 -3.02722 3.58674 -0.165 -0.009 -0.212
H -2.75383 -3.31699 1.85245 -0.064 0.028 0.099
H -3.18947 -1.69745 2.43787 -0.064 -0.057 0.014
C -1.42922 0.23137 3.63465 -0.138 0.178 -0.002
H -1.76159 0.12556 4.67551 -0.017 0.158 -0.191
H -2.31846 0.33977 3.00732 0.012 0.024 0.101
H -0.84169 1.14914 3.56042 -0.079 -0.012 0.052
C 0.90041 4.06806 -3.42530 0.315 -0.106 0.502
C 0.60128 4.72623 -2.29895 0.377 -0.231 -0.128
C -0.59708 5.56184 -1.95980 -0.391 0.075 0.063
C -1.85856 5.36959 -2.83622 0.050 0.587 0.095
C -2.37944 3.96245 -2.82154 -0.189 -0.569 0.165
C -1.99674 2.91673 -3.56425 -0.308 0.103 0.315
C -0.95883 2.83036 -4.64380 0.341 0.034 -0.180
C 0.10199 3.95644 -4.69089 -0.138 -0.137 -0.564
H -0.31993 6.62924 -1.96627 -0.023 -0.277 -0.011
H -1.66254 5.72521 -3.85367 -0.126 -0.102 0.302
H -0.86898 5.34033 -0.91340 0.055 0.079 -0.227
H -0.37337 4.90496 -4.96337 0.201 -0.271 0.064
H 1.85060 3.51144 -3.43312 -0.363 0.270 0.036
H 1.34285 4.67832 -1.49045 -0.166 0.028 -0.293
H 0.79330 3.71506 -5.52044 -0.303 0.143 0.361
H -0.43338 1.86756 -4.51998 -0.094 0.197 -0.075
H -2.52467 1.97030 -3.38882 0.077 0.282 -0.041
H -1.45166 2.76606 -5.62858 0.086 0.007 0.268
H -2.64095 6.03684 -2.42801 0.329 -0.294 -0.211
H -3.16930 3.77520 -2.07710 0.316 0.036 -0.344
P 1.11628 0.52504 0.06649 -0.527 0.735 -0.238
C 2.79137 0.50196 -0.39876 1.510 0.387 -0.854
C 0.69075 2.09226 0.70498 -0.126 1.812 0.011
P -1.31917 -0.89677 -0.60857 -0.222 0.777 -0.006
C 0.00927 0.15440 -1.38515 -0.018 -0.134 0.193
C -2.68456 0.12190 -0.22999 -1.435 1.022 -0.388
C -1.80529 -2.18147 -1.67430 -0.651 -0.807 -1.444
H 3.13517 -0.51624 -0.64285 -0.164 0.366 -0.017
H 3.39076 0.87893 0.44197 -0.103 -0.074 -0.259
H 2.89791 1.16370 -1.25944 0.570 -0.051 -0.086
H 0.71734 2.79273 -0.13120 -0.129 0.501 0.228
H 1.44604 2.37899 1.45104 -0.213 -0.030 -0.196
H -0.29514 2.12413 1.19071 0.274 -0.122 -0.244
H -2.12028 -1.72004 -2.61104 -0.146 -0.498 -0.319
H -2.64964 -2.71816 -1.21803 0.204 0.143 -0.176
H -0.98849 -2.89959 -1.84614 -0.218 0.291 -0.017
H 0.57058 -0.47086 -2.09301 -0.098 0.157 0.031
H -0.37763 1.05565 -1.88562 0.128 -0.178 0.048
H -3.52370 -0.52273 0.06935 0.185 0.215 -0.089
H -2.94193 0.65769 -1.14448 -0.486 0.322 0.157
H -2.49732 0.83633 0.58441 0.083 -0.228 -0.317
Cl 2.27330 -6.98975 -0.42696 -0.106 0.237 -0.310
C 2.91797 -5.57167 0.40964 -0.185 0.161 0.314
Cl 2.77145 -6.04026 2.18456 -0.056 0.200 -0.578
Cl 4.66744 -5.45850 0.17155 -0.047 0.261 -0.286
C 2.23260 -4.19765 -0.32983 1.275 -1.263 -2.197
O 2.51593 -4.21884 -1.52346 -0.401 0.032 1.603
O 1.55770 -3.30248 0.25657 -0.276 0.223 0.506
```
Forces are in eV/Å.

Computed properties:
Multiplicity = 6
Gap between HOMO and LUMO (spin up / spin down) = 8.047 / 8.162 eV
Molecular weight = 692.268 u
Expectation value of S² = 8.767
Calculated total energy = -3848.5407 hartree
Net charge = +1
Energy relative to the best compared isomer or geometry (same formula, charge and spin) = 509.89 kJ/mol